[1]
C14H16O | ωB97M-V/def2-TZVPD

```
31
Properties=species:S:1:pos:R:3:forces:R:3:mulliken_charge:R:1
C -3.7759 0.1196 2.6192 -0.84 0.27 0.16 -1.4395
C 0.4819 0.3277 2.4184 0.43 -0.62 0.40 -0.3455
C -0.2439 1.4827 2.6288 -0.48 0.02 0.57 -0.7230
C -0.1567 -0.9051 2.2057 0.45 1.35 0.16 -0.8246
C -1.6408 1.4343 2.7086 0.52 0.07 -1.09 -0.3602
C -1.5336 -0.9063 2.2240 -0.57 -0.84 0.52 -0.1686
C -2.2962 0.2246 2.5353 0.43 -0.14 -0.47 0.7488
H 1.5569 0.3347 2.5673 0.00 0.11 -0.29 0.4184
H 0.2584 2.4039 2.8947 0.08 0.07 -0.29 0.4359
H 0.4667 -1.7838 2.1142 -0.26 -0.22 -0.12 0.5379
H -2.1974 2.3624 2.6978 -0.12 0.00 0.64 0.3825
H -2.0706 -1.8479 2.1331 0.07 0.03 -0.12 0.3417
H -4.1686 0.6510 3.4896 0.14 0.00 0.00 0.3733
H -4.1286 -0.9072 2.7047 0.13 -0.05 -0.11 0.3760
H -4.2699 0.5776 1.7568 0.09 -0.09 -0.04 0.2892
C -0.5436 -2.3257 -1.3154 0.30 0.44 1.00 -1.1327
C 0.3415 0.0838 -1.1303 0.33 1.11 1.18 -0.2919
C 0.3814 -1.2109 -1.6632 -0.09 -0.89 -1.83 0.5859
C 1.1872 1.0851 -1.5475 -1.61 -1.16 -0.22 -0.4799
C 2.0573 0.7907 -2.6186 1.13 0.96 0.41 0.9961
C 1.2966 -1.4617 -2.7459 -0.09 0.26 0.29 -0.4923
C 2.1617 -0.5067 -3.1809 -0.38 -0.33 -0.23 -0.6612
O 2.8790 1.7306 -3.0541 -0.65 0.03 -0.15 -0.4173
H -0.2994 0.3246 -0.2908 -0.28 -0.22 -0.08 0.4364
H 1.0141 2.0782 -1.1571 0.48 0.13 0.03 0.3263
H -0.2610 -2.6012 -0.2880 -0.18 -0.23 -0.03 0.2395
H -0.4624 -3.1994 -1.9515 0.19 0.07 -0.13 0.3763
H 1.2098 -2.4229 -3.2310 0.36 -0.06 -0.02 0.3512
H 2.5940 2.6026 -2.7062 0.45 -0.39 -0.14 0.3427
H 2.8426 -0.6751 -4.0029 0.06 0.05 0.01 0.4359
H -1.5872 -2.0307 -1.2427 -0.08 0.27 -0.03 0.3425
```
Forces are in eV/Å.

Calculated values
- Net charge: +1
- Expectation value of S²: 0.77
- Electronic energy: -618.0147 Eh
- Multiplicity: 2
- ΔE to the lowest compared entry with this formula, charge and spin: 13.3 kcal/mol

[2]
C14H16O2 | ωB97M-V/def2-TZVPD

```
32
Properties=species:S:1:pos:R:3:forces:R:3:mulliken_charge:R:1
C -1.6812 -3.1100 -1.8909 0.91 -2.71 1.30 -1.1270
C -0.6581 -2.0349 -1.9981 -1.83 2.46 1.24 0.8905
C -1.0413 -0.7412 -1.5042 3.41 0.01 -0.91 -0.6462
C -0.1132 0.2959 -1.4964 0.19 -0.12 -0.86 -0.4242
C 1.1573 0.1217 -2.1506 -1.72 1.93 0.01 0.5585
O 1.8046 1.3804 -2.3850 0.44 -2.36 -0.44 -0.5136
C 1.5134 -1.1175 -2.6495 0.93 0.79 0.54 -0.6010
C 0.6211 -2.1955 -2.4314 1.46 -1.36 -0.96 -0.5478
H -2.5183 -3.1602 -2.5939 0.57 0.30 -0.44 0.2682
H -2.2277 -3.1583 -0.8849 1.15 0.15 -1.11 0.2655
H -0.9909 -4.0385 -1.9971 -1.89 0.81 0.20 0.2937
H -1.9588 -0.5332 -1.0718 -1.85 -0.02 0.64 0.4801
H -0.4005 1.3040 -1.1336 0.36 -0.82 -0.23 0.3575
H 2.5023 1.2102 -3.0578 -0.57 0.28 0.72 0.2925
H 2.5305 -1.1820 -3.1181 -1.15 -0.47 0.42 0.2420
H 0.9867 -3.2403 -2.6286 -0.43 1.15 -0.14 0.2012
C 2.1956 1.4302 1.1180 2.56 0.29 0.37 -1.4140
C 0.8254 1.1770 1.6244 2.63 3.47 -2.37 1.0352
C 0.2936 -0.0150 1.8616 0.67 -2.47 0.57 -0.5107
C -0.9137 0.0543 2.5129 -0.39 -1.97 0.48 -0.1104
C -1.4507 1.2418 2.9673 0.55 -0.89 -2.72 0.1555
O -2.4428 1.0520 3.8217 -3.95 0.60 2.18 -0.5861
C -0.9919 2.4839 2.4074 -2.50 -0.46 3.95 -0.5015
C 0.1482 2.4221 1.7140 -0.59 -0.33 -0.81 -0.5884
H 2.9080 0.5431 1.1601 -0.96 1.13 -0.32 0.3264
H 2.6879 2.3039 1.6519 -0.44 -1.35 0.27 0.3736
H 2.1858 1.9412 0.1651 -0.12 -0.71 -0.95 0.2578
H 0.8411 -1.0395 1.7189 -1.03 2.27 0.09 0.2188
H -1.3160 -0.9541 2.7577 -0.33 1.18 0.30 0.3434
H -3.3704 0.8023 3.5146 2.23 0.64 0.00 0.3516
H -1.4135 3.4281 2.8779 0.22 -1.09 -1.33 0.2957
H 0.2873 3.3283 1.1184 1.45 -0.33 0.33 0.3632
```
Forces are in eV/Å.

Calculated values
- Net charge: 0
- Electronic energy: -693.4493 Eh
- Multiplicity: 1
- ΔE to the lowest compared entry with this formula, charge and spin: 67.3 kcal/mol
- Structure (SMILES): Cc1ccc(O)cc1.Cc1ccc(O)cc1

[3]
C14H16O2 | ωB97M-V/def2-TZVPD

```
32
Properties=species:S:1:pos:R:3:forces:R:3:mulliken_charge:R:1
C 1.4513 1.6841 1.0026 -0.88 0.03 1.54 -1.4486
C 0.0467 1.6563 0.4478 0.52 1.45 -1.56 1.1760
C -0.0573 1.8593 -0.9521 0.15 -0.29 0.57 -0.8322
C -1.2784 2.0470 -1.5433 -0.59 0.76 -0.10 -0.2918
C -2.4266 2.2352 -0.7555 1.12 -1.54 -0.85 0.2396
O -3.5286 2.8081 -1.3280 -0.94 -0.80 0.08 -0.5329
C -2.3560 1.7821 0.5545 -1.74 1.39 -0.24 -0.4052
C -1.1243 1.7744 1.1722 1.39 -1.51 0.25 -0.6413
H 1.4227 1.7576 2.1051 -0.02 0.19 -0.33 0.3310
H 1.9236 2.5692 0.6162 0.57 0.27 -0.10 0.4503
H 2.0493 0.8010 0.8282 -0.02 -0.17 -0.56 0.1329
H 0.8248 2.0741 -1.5506 0.09 -0.76 0.03 0.3732
H -1.3835 2.1226 -2.6214 0.19 0.47 0.02 0.3556
H -3.7987 2.3317 -2.1329 0.28 0.29 0.35 0.3407
H -3.2971 1.5550 1.0614 0.31 0.71 0.29 0.3947
H -0.9986 1.8027 2.2351 -0.42 -0.46 0.63 0.3575
C -0.9840 -2.1580 1.6729 -0.58 0.18 -0.02 -1.5066
C 0.0980 -2.0202 0.6379 0.53 0.68 1.68 0.9496
C 1.4573 -1.8258 1.1219 -3.74 -0.85 -2.64 -1.0279
C 2.3866 -1.7996 0.1241 0.32 -0.22 0.64 -0.4059
C 2.0337 -1.8242 -1.2474 0.65 0.53 0.11 0.7631
O 3.0625 -1.6656 -2.1467 0.21 -0.50 0.07 -0.5440
C 0.7315 -1.8534 -1.6987 -0.42 1.22 1.20 -0.4643
C -0.2483 -1.9583 -0.6879 -0.11 -0.74 -0.97 -0.4482
H -0.6372 -2.6074 2.5957 0.22 -0.24 0.11 0.4338
H -1.7731 -2.7985 1.2678 -0.10 0.18 0.22 0.3918
H -1.4206 -1.1882 1.9739 0.09 -0.27 -0.35 0.1854
H 1.4901 -1.7423 2.1834 1.03 -0.02 0.51 0.4546
H 3.4039 -1.7602 0.4817 0.54 0.19 -0.65 0.2500
H 3.8200 -2.0989 -1.7265 0.05 0.34 -0.40 0.3151
H 0.4096 -1.4558 -2.6648 0.51 -0.89 -0.07 0.3830
H -1.2990 -2.1040 -1.0266 0.77 0.38 0.57 0.2710
```
Forces are in eV/Å.

Calculated values
- Net charge: 0
- Electronic energy: -693.4950 Eh
- Multiplicity: 1
- ΔE to the lowest compared entry with this formula, charge and spin: 38.6 kcal/mol
- Structure (SMILES): Cc1ccc(O)cc1.Cc1ccc(O)cc1

[4]
C14H16O7S | ωB97M-V/def2-TZVPD

```
38
Properties=species:S:1:pos:R:3:forces:R:3:mulliken_charge:R:1
C -2.1074 0.4946 3.4651 0.00 0.00 0.00 -0.7187
O -1.1469 1.3991 2.9777 -0.04 0.07 -0.17 -0.3240
C 0.1078 1.3271 3.6027 0.35 -0.26 -0.11 -0.4499
C 0.9105 0.0620 3.2660 -0.13 0.40 0.59 -0.6808
O 1.1049 -0.0465 1.8649 -0.23 -0.09 -0.34 -0.2393
C 2.2438 0.4518 1.3596 0.49 0.09 0.07 0.4479
O 3.1392 0.8977 2.0404 -0.12 0.00 0.04 -0.6559
C 2.2606 0.3572 -0.0981 0.41 0.08 -0.51 0.1018
C 3.3625 0.4948 -0.9078 -0.36 0.00 0.98 0.6324
C 4.7777 0.7617 -0.5659 -0.06 -0.04 -0.18 -1.4573
O 3.0424 0.3380 -2.2085 0.41 0.06 -0.22 -0.4621
C 1.7048 0.1072 -2.2725 -1.11 -0.15 0.56 -0.2776
C 0.9356 -0.0943 -3.4057 0.34 0.06 0.15 -1.4364
C -0.4199 -0.2908 -3.2259 -0.07 0.07 0.11 -0.1933
C -0.9806 -0.2837 -1.9458 1.07 0.07 -0.17 0.5030
O -2.3403 -0.4545 -1.7757 -0.87 -0.25 -0.14 -0.3705
S -3.1618 -1.3421 -2.8534 -0.56 -0.31 0.33 1.1220
C -4.6053 -1.6208 -1.8239 0.78 0.24 -0.34 -0.9767
O -2.4626 -2.5645 -3.0889 0.02 -0.09 0.24 -0.5705
O -3.5187 -0.5454 -3.9836 -0.07 0.27 0.17 -0.6025
C -0.2154 -0.0904 -0.8090 -0.33 -0.05 -0.21 -0.5084
C 1.1500 0.1059 -0.9788 0.15 -0.03 -0.66 1.1838
H -3.0525 0.7827 3.0086 -0.03 -0.09 0.06 0.2409
H -1.8793 -0.5405 3.1888 -0.02 0.00 0.02 0.2723
H -2.1950 0.5612 4.5566 -0.02 -0.02 -0.02 0.3359
H 0.0035 1.3902 4.6969 0.04 0.01 -0.07 0.3681
H 0.6571 2.2005 3.2423 0.03 -0.08 0.14 0.3214
H 1.8813 0.1111 3.7703 -0.21 -0.07 -0.02 0.4426
H 0.3768 -0.8408 3.5701 0.09 0.07 -0.05 0.3543
H 5.4104 -0.0489 -0.9251 0.05 -0.05 -0.03 0.3330
H 5.1089 1.6806 -1.0476 0.04 0.07 -0.02 0.3335
H 4.8742 0.8614 0.5106 0.01 0.00 -0.03 0.3223
H 1.3780 -0.0914 -4.3881 0.02 -0.01 -0.14 0.4298
H -1.0693 -0.4453 -4.0716 0.10 0.04 -0.19 0.4726
H -4.2956 -2.2240 -0.9825 0.04 -0.10 0.17 0.3276
H -5.3481 -2.1338 -2.4201 -0.02 -0.07 -0.21 0.3867
H -4.9631 -0.6508 -1.5092 -0.12 0.17 0.08 0.3170
H -0.6683 -0.0761 0.1674 -0.08 -0.02 0.12 0.6750
```
Forces are in eV/Å.

Calculated values
- Net charge: 0
- Electronic energy: -1467.9371 Eh
- Multiplicity: 1
- Structure (SMILES): COCCOC(=O)c1c(C)oc2ccc(OS(C)(=O)=O)cc12

[5]
C14H17BF4FeN2O5S3 | ωB97M-V/def2-TZVPD

```
47
Properties=species:S:1:pos:R:3:forces:R:3:mulliken_charge:R:1
Fe -0.4882 -0.0365 -0.3917 -0.40 1.04 -1.32 0.6888
O -4.3268 -0.9693 1.9365 -0.39 -0.07 0.33 -0.5047
C -3.1094 -0.6357 1.5057 0.25 -0.02 -0.36 0.4333
O -2.6893 -0.9359 0.4192 0.21 -0.13 0.04 -0.4033
C -2.3298 0.1641 2.5222 -0.03 -0.03 -0.04 -0.5543
O -1.0269 0.2472 2.0311 -0.34 -0.13 0.03 0.1396
C -0.0922 0.8511 2.8944 0.67 0.15 -0.33 -0.4821
C 1.1461 1.2296 2.0311 -0.76 -0.34 0.83 0.5135
O 2.1953 1.4810 2.6066 0.26 0.21 0.36 -0.7171
O 0.9374 1.2709 0.7883 -0.75 -0.49 -1.25 -0.8782
H -4.7882 -1.5048 1.2693 0.33 0.20 -0.06 0.3928
H -2.3817 -0.3363 3.4999 0.02 0.02 -0.14 0.3648
H -2.7901 1.1624 2.6116 0.02 -0.17 -0.01 0.3942
H 0.2026 0.1628 3.6947 -0.01 0.08 -0.09 0.3051
H -0.4824 1.7803 3.3338 -0.05 -0.11 -0.06 0.3050
S -1.3708 -0.2129 -2.7192 1.10 -0.45 1.81 -0.2362
C -2.6804 0.8908 -2.9299 -0.62 0.68 0.48 0.4873
C -3.3998 0.8260 -4.1300 0.36 -0.09 0.20 -0.6898
C -4.4951 1.6260 -4.3474 -0.23 0.16 0.02 -0.5390
C -4.8981 2.5258 -3.3616 -0.13 -0.06 -0.21 -0.4975
C -4.1891 2.6284 -2.1877 0.22 -0.06 0.05 -0.6732
C -3.0666 1.8283 -1.9452 -0.11 -0.42 -0.64 0.5442
S -2.2045 2.0380 -0.4633 1.66 -1.16 0.31 -0.3960
H -3.0673 0.1167 -4.8738 -0.04 -0.07 -0.14 0.4020
H -5.0431 1.5463 -5.2752 -0.06 0.01 -0.07 0.3405
H -5.7730 3.1398 -3.5131 -0.09 0.11 -0.05 0.3407
H -4.4802 3.3329 -1.4227 -0.10 0.10 0.06 0.3765
F 0.1754 -1.9890 0.3740 -0.38 1.13 -0.38 0.1392
B 0.6798 -3.2720 0.8499 -0.19 0.09 -0.04 0.0358
F 2.0325 -3.3104 0.5991 0.99 0.10 -0.24 -0.3212
F 0.4355 -3.3379 2.1976 -0.19 0.11 0.89 -0.3671
F 0.0236 -4.2649 0.1788 -0.43 -0.52 -0.49 -0.3350
S 1.7660 -0.4920 -2.0384 -1.86 0.14 0.03 -0.4188
C 3.0465 -0.4624 -0.9378 0.51 0.34 -0.03 0.2563
N 3.3121 0.6490 -0.2562 0.00 -0.35 0.24 -0.1127
C 4.4011 0.6962 0.6959 0.40 -0.09 0.30 -0.7664
C 4.6409 -0.6942 1.2737 0.00 0.03 -0.27 -0.5022
C 4.8917 -1.6700 0.1284 0.43 0.06 0.28 -0.6863
N 3.8761 -1.5122 -0.8933 -0.19 0.09 0.03 -0.1509
H 2.4778 1.2100 -0.0303 0.08 -0.03 -0.18 0.3480
H 4.1291 1.3939 1.4895 0.02 -0.07 -0.19 0.3615
H 5.3028 1.0530 0.1817 0.00 0.00 0.09 0.3725
H 3.7477 -0.9998 1.8207 0.02 -0.02 0.07 0.2639
H 5.4946 -0.6843 1.9527 -0.04 -0.04 0.00 0.4092
H 4.8590 -2.6988 0.4923 -0.02 0.05 -0.08 0.3712
H 5.8797 -1.4851 -0.3215 -0.11 -0.08 0.17 0.3616
H 3.5195 -2.3441 -1.3394 -0.08 0.12 0.07 0.2846
```
Forces are in eV/Å.

Calculated values
- Net charge: -1
- Expectation value of S²: 1.20
- Electronic energy: -3912.3140 Eh
- Multiplicity: 2

[6]
C14H17Br2F6NO3 | ωB97M-V/def2-TZVPD

```
43
Properties=species:S:1:pos:R:3:forces:R:3:mulliken_charge:R:1
O -3.7535 0.9557 3.5905 4.17 -3.27 -3.87 -0.5351
C -3.0036 0.3079 2.8097 -2.62 1.91 1.85 0.4839
O -3.4870 -0.8215 2.0280 1.71 1.68 1.36 -0.3582
C -2.2393 -1.4527 1.6297 1.26 1.53 -0.44 -0.6879
C -1.4190 -0.1033 1.2287 0.16 -0.94 -0.76 1.0187
C 0.0640 -0.4639 0.7352 0.28 -0.15 0.37 -0.2266
C 0.9015 -1.4220 1.7203 0.85 0.18 -0.35 -0.7075
C 2.1484 -0.6985 2.4408 0.19 -1.69 1.03 0.7565
F 1.7423 0.0528 3.5962 1.35 -1.32 -3.33 -0.2450
F 2.9670 -1.7719 2.9711 -1.51 2.68 -1.14 -0.2799
F 2.9815 0.0367 1.5543 -2.07 -1.29 2.41 -0.2411
C -2.0857 0.8083 0.0506 -0.11 -1.08 -0.83 -0.9959
C -1.4161 2.2657 -0.0844 0.14 -0.62 0.82 -0.7355
C -2.3174 3.4741 0.4614 0.07 -0.40 0.00 0.0264
F -3.0733 3.1648 1.6407 1.56 0.33 -2.63 -0.2206
Br -1.0264 4.9522 0.9348 -0.73 -1.02 -0.27 -0.0171
C -3.3478 4.0933 -0.6092 -1.12 1.43 -0.39 0.5960
F -4.4346 3.2335 -0.9510 3.10 1.56 0.42 -0.2027
F -2.7093 4.6184 -1.7903 -1.43 -2.12 2.66 -0.2119
Br -4.1793 5.7057 0.2768 0.11 -1.10 -0.81 -0.0965
O -1.6023 0.5842 2.5119 -2.82 -0.69 -0.29 -0.4144
H -1.8593 -1.8647 2.6460 0.01 0.17 -2.23 0.3543
H -2.2091 -2.1564 0.7312 -0.93 0.73 1.52 0.3712
H -0.0473 -1.0254 -0.2824 -0.03 1.07 1.92 -0.1516
H 0.7088 0.4624 0.5060 -1.14 -1.29 0.41 0.4322
H 1.3432 -2.2781 1.0747 -0.49 1.49 1.24 0.3114
H 0.2954 -1.9187 2.5508 0.85 0.91 -1.13 0.2558
H -1.8414 0.2383 -0.9318 -0.52 0.94 1.58 0.4694
H -3.2372 0.8377 0.1177 1.87 0.07 0.11 0.4371
H -0.4638 2.2515 0.5776 -1.60 0.26 -1.28 0.4621
H -1.1173 2.4473 -1.1894 -0.58 0.01 2.00 0.3032
C 3.7532 -3.2602 -2.3798 0.04 -0.07 0.02 -1.1259
C 3.7717 -1.9958 -3.2325 0.16 -0.36 -0.04 -0.4631
C 2.8650 -0.8928 -2.6813 -0.70 -0.43 -0.20 -0.1867
C 1.4412 -1.3745 -2.6393 -3.06 -0.75 0.17 0.2894
N 0.3177 -1.7557 -2.6058 4.06 1.35 -0.07 -0.5541
H 2.7578 -3.7113 -2.3489 0.05 0.08 0.01 0.3564
H 4.4347 -4.0073 -2.7937 -0.04 0.08 0.08 0.3362
H 4.0663 -3.0455 -1.3532 -0.02 -0.04 -0.07 0.2768
H 3.4666 -2.2514 -4.2524 0.02 0.15 0.08 0.2951
H 4.7973 -1.6196 -3.2885 -0.14 0.11 -0.01 0.3191
H 2.9229 -0.0056 -3.3173 -0.18 -0.05 0.11 0.3352
H 3.1767 -0.6075 -1.6722 -0.16 -0.04 -0.03 0.1708
```
Forces are in eV/Å.

Calculated values
- Net charge: 0
- Electronic energy: -6571.2529 Eh
- Multiplicity: 1
- Structure (SMILES): O=C1OC[C@@](CCC(F)(F)F)(CC[C@@](F)(Br)C(F)(F)Br)O1.CCCC#N

[7]
C14H17Br2N2O8P | ωB97M-V/def2-TZVPD

```
44
Properties=species:S:1:pos:R:3:forces:R:3:mulliken_charge:R:1
C 2.7007 1.0062 2.3091 -0.55 0.24 -0.07 -0.8231
C 3.1108 0.9687 0.7227 4.83 5.93 -1.01 0.4836
O 3.9659 1.9382 0.2982 -5.45 -6.54 2.40 -0.5020
N 2.6104 -0.0009 -0.3228 -0.78 -2.31 2.34 0.6397
C 3.5350 -1.1784 -0.5330 0.53 -5.72 -0.98 0.5854
C 5.1840 -0.9231 -0.6234 -0.34 0.20 -1.18 -0.8877
O 3.1451 -2.4536 -0.7050 1.39 8.27 1.17 -0.5239
C 1.1689 -0.4059 -0.1190 -4.85 -0.99 0.02 -0.0933
C 0.5683 -1.3398 1.0863 -1.36 1.44 -2.49 -0.4848
N -0.9312 -1.6709 1.2127 1.66 2.63 -3.92 0.1057
C -1.9833 -1.1436 0.2143 4.28 1.92 -1.15 0.1588
P -3.7962 -1.6215 0.5764 -3.62 -4.16 2.55 0.7741
O -3.9191 -3.1890 0.3948 0.90 5.95 0.44 -0.6212
O -4.1760 -1.1546 2.2472 1.16 -0.85 -5.34 -0.4448
O -4.9847 -0.8312 -0.4211 2.99 0.94 2.29 -0.5028
C -1.5085 -0.2106 -1.0832 3.01 -0.82 2.10 0.5992
C -2.5736 0.3832 -2.1799 -0.50 0.16 0.84 -0.9866
C -3.1445 -0.8657 -3.0882 4.95 -5.26 0.95 0.5245
O -2.3777 -1.9806 -3.1166 -5.66 7.51 -0.22 -0.4608
Br -4.9060 -0.6596 -4.0153 2.02 -0.21 0.97 -0.0823
C 0.0817 0.1541 -1.2578 -0.84 -1.58 2.76 -0.1032
C 0.6938 1.0629 -2.5172 1.40 -1.31 0.41 -1.0771
C 1.1660 2.5704 -2.0440 -5.52 2.48 4.49 0.4731
O 0.3555 3.2316 -1.1973 5.94 -4.21 -5.82 -0.4874
Br 2.9011 3.3151 -2.7781 -2.09 -0.92 0.83 -0.0869
H 1.5707 1.3641 2.3818 2.27 -0.94 -0.12 0.1621
H 3.3521 1.8042 2.8898 -1.23 -1.64 -1.75 0.3423
H 2.8462 -0.0120 2.8746 -0.43 1.80 -1.41 0.2546
H 5.7273 -1.2811 0.3520 -1.31 0.90 -1.80 0.2739
H 5.5850 -1.6067 -1.5133 -1.20 1.30 2.07 0.3353
H 5.4514 0.1847 -0.9410 -0.69 -2.28 1.12 0.2784
H 1.2902 -1.7910 1.9113 -1.94 0.98 -1.96 0.3058
H -1.2567 -2.2826 2.0123 0.43 1.09 -1.20 0.3379
H -4.1114 -0.1547 2.3089 0.98 0.26 1.09 0.3295
H -5.0776 0.1462 -0.1400 0.09 -2.07 -0.38 0.3669
H -2.1161 1.2397 -2.8746 -0.80 -2.15 1.58 0.4509
H -3.4338 0.9286 -1.5640 1.74 -1.36 -1.56 0.3188
H 1.6944 0.5070 -2.8564 -2.26 1.15 0.76 0.3888
H -0.0203 1.0450 -3.4447 1.29 0.39 1.97 0.4363
C -1.7156 0.9862 3.1121 0.80 0.08 -0.21 -0.2833
O -3.0251 1.1484 3.2275 -1.23 -0.19 -0.58 -0.8771
H -1.2318 0.2737 3.8016 0.03 -0.67 0.61 0.1988
H -1.3347 0.6226 2.1425 -0.01 -0.10 -0.80 -0.0890
H -1.0809 1.8765 3.2600 -0.03 0.67 0.20 0.2928
```
Forces are in eV/Å.

Calculated values
- Net charge: 0
- Electronic energy: -6743.9255 Eh
- Multiplicity: 1